Record 1
C10H11FN2O | ωB97M-V/def2-TZVPD

```
! wB97M-V def2-TZVPD RIJCOSX def2/J DEFGRID3
* xyz 0 1
O -0.400 -0.565 2.028
C -1.108 -0.441 1.114
C -2.556 0.063 1.115
C -3.153 -0.371 -0.183
C -1.919 -0.513 -1.105
N -0.864 -0.702 -0.161
N 0.420 -1.151 -0.757
F 0.436 -2.551 -0.705
C 1.583 -0.584 -0.202
C 1.724 0.770 -0.146
C 2.958 1.345 0.021
C 4.097 0.620 0.327
C 3.979 -0.818 0.464
C 2.763 -1.355 0.130
H -3.052 -0.541 1.930
H -2.477 1.175 1.215
H -3.618 -1.421 -0.217
H -4.028 0.175 -0.629
H -2.069 -1.429 -1.586
H -1.752 0.348 -1.698
H 0.882 1.419 -0.164
H 2.981 2.396 0.053
H 4.919 1.267 0.268
H 4.911 -1.359 0.548
H 2.492 -2.425 -0.034
*
```

For the HOMO energy, the calculation gives -8.46 eV. Its LUMO energy is 0.80 eV. As for the SMILES: O=C1CCCN1N(F)c1ccccc1. The calculation puts the electronic energy at -672.1335 hartree. The energy above the lowest of the compared OMol25 structures with the same formula, charge and spin is 221.7 kJ/mol.

---

Record 2
C10H11N2O | ωB97M-V/def2-TZVPD

```
! wB97M-V def2-TZVPD RIJCOSX def2/J DEFGRID3
* xyz -1 3
C -0.407 -2.124 -1.654
C -1.365 -2.215 -0.693
C 0.595 -1.078 -1.645
C -1.150 -1.565 0.549
C 0.690 -0.296 -0.525
C 1.571 0.811 -0.354
C -0.207 -0.558 0.516
C -0.842 0.650 2.304
C 2.613 0.993 -1.512
C -2.121 1.215 1.678
N 0.071 0.107 1.698
N 1.389 1.607 0.648
O 2.098 2.600 1.021
H -0.523 -2.694 -2.605
H -2.220 -3.027 -0.616
H 1.333 -0.927 -2.501
H -1.918 -1.603 1.351
H -0.691 0.985 3.361
H 3.132 1.810 -1.316
H 2.203 1.058 -2.496
H 3.255 0.130 -1.604
H -2.483 2.107 2.162
H -3.067 0.563 1.577
H -1.956 1.449 0.655
*
```

For the HOMO energy (spin up / spin down), the calculation gives -0.14 / -3.29 eV. Its LUMO energy (spin up / spin down) is 3.81 / 3.73 eV. The calculation puts the electronic energy at -572.2271 hartree. As for the expectation value of S²: 2.0430.

---

Record 3
C10H11N2O | ωB97M-V/def2-TZVPD

```
! wB97M-V def2-TZVPD RIJCOSX def2/J DEFGRID3
* xyz 1 1
C 2.725 -1.044 0.412
N 1.524 -0.673 1.096
C 1.048 0.514 1.221
C -0.315 0.428 1.622
C -0.897 0.565 0.162
C -1.180 -0.494 -0.724
C -1.554 -0.360 -2.012
C -1.553 0.882 -2.630
C -1.279 1.950 -1.829
C -0.952 1.808 -0.437
C -0.499 -1.057 2.065
O -1.376 -1.588 2.634
N 0.703 -1.612 1.549
H 3.530 -0.204 0.677
H 2.960 -2.027 0.863
H 2.503 -1.054 -0.558
H 1.573 1.295 0.900
H -0.933 1.046 2.245
H -1.165 -1.406 -0.332
H -1.804 -1.117 -2.661
H -1.794 1.040 -3.604
H -1.418 2.864 -2.340
H -0.748 2.831 -0.070
H 0.903 -2.586 1.750
*
```

For the HOMO energy, the calculation gives -13.09 eV. Its LUMO energy is -4.42 eV. As for the SMILES: C[N+]1=C[C@@H](c2ccccc2)C(=O)N1. The calculation puts the electronic energy at -572.0570 hartree. The energy above the lowest of the compared OMol25 structures with the same formula, charge and spin is 208.4 kJ/mol.

---

Record 4
C10H11N2O3 | ωB97M-V/def2-TZVPD

```
! wB97M-V def2-TZVPD RIJCOSX def2/J DEFGRID3
* xyz 1 1
C -3.468 1.702 -0.061
N -2.032 1.682 0.102
C -1.234 0.712 -0.115
C -1.048 -0.622 -0.351
C 0.158 -1.075 -1.149
C 1.436 -0.593 -0.524
C 2.507 -1.424 -0.266
C 3.649 -0.928 0.350
C 3.713 0.407 0.733
C 2.638 1.244 0.535
C 1.493 0.765 -0.130
O 0.500 1.574 -0.376
N -1.801 -1.579 0.201
O -1.618 -2.772 0.141
O -2.880 -1.132 0.924
H -3.857 0.701 -0.225
H -3.921 2.124 0.836
H -3.729 2.338 -0.908
H -1.599 2.580 0.317
H 0.074 -0.661 -2.160
H 0.151 -2.163 -1.210
H 2.455 -2.464 -0.551
H 4.480 -1.587 0.544
H 4.602 0.790 1.209
H 2.668 2.284 0.818
H -3.335 -1.904 1.315
*
```

For the HOMO energy (spin up / spin down), the calculation gives -11.68 / -11.69 eV. Its LUMO energy (spin up / spin down) is -5.77 / -5.76 eV. As for the SMILES: C[NH+]=C=C(Cc1ccccc1[O-])[N+](=O)O. The calculation puts the electronic energy at -722.4464 hartree. The energy above the lowest of the compared OMol25 structures with the same formula, charge and spin is 160.5 kJ/mol.

---

Record 5
C10H11N5O4 | ωB97M-V/def2-TZVPD

```
! wB97M-V def2-TZVPD RIJCOSX def2/J DEFGRID3
* xyz 0 1
N 5.200 2.330 -1.020
C 4.224 1.888 -0.524
C 3.018 1.349 0.085
C 2.020 2.088 0.736
C 0.867 1.477 1.300
N -0.078 2.356 1.910
O 0.154 3.589 1.945
O -1.147 1.869 2.392
C 0.615 0.079 1.229
C 1.671 -0.635 0.670
C 2.837 -0.049 0.110
N 3.735 -0.964 -0.316
O 3.178 -2.196 0.031
N 1.872 -2.010 0.642
O 1.224 -2.976 1.000
H 2.063 3.154 0.727
H 0.072 -0.441 2.082
C -3.020 -1.355 -2.553
C -2.789 -1.387 -1.041
C -1.988 -0.167 -0.591
N -1.392 -0.278 0.707
H -3.552 -2.249 -2.895
H -3.623 -0.489 -2.861
H -2.071 -1.313 -3.104
H -3.778 -1.415 -0.561
H -2.255 -2.302 -0.763
H -1.122 0.009 -1.230
H -2.648 0.704 -0.640
H -1.644 -1.137 1.163
H -1.644 0.472 1.370
*
```

For the HOMO energy, the calculation gives -8.77 eV. Its LUMO energy is -1.90 eV. As for the SMILES: N#Cc1cc([N+](=O)[O-])cc2c1no[n+]2[O-].CCCN. The calculation puts the electronic energy at -962.0834 hartree. The energy above the lowest of the compared OMol25 structures with the same formula, charge and spin is 104.8 kJ/mol.

---

Record 6
C10H11N7OPdS | ωB97M-V/def2-TZVPD

```
! wB97M-V def2-TZVPD RIJCOSX def2/J DEFGRID3
* xyz 2 5
Pd -0.276 0.211 0.187
N 2.393 -1.360 -2.847
C 1.750 -0.691 -1.915
S 0.140 -0.188 -2.137
N 2.537 -0.375 -0.828
N 1.944 0.157 0.201
C 1.900 1.425 0.427
C 1.459 2.039 1.720
C 2.358 2.367 2.681
C 1.932 3.099 3.821
C 0.603 3.535 3.960
C -0.317 3.233 2.997
C 0.082 2.442 1.868
O -0.785 2.085 1.004
H 1.945 -1.590 -3.722
H 3.379 -1.562 -2.736
H 2.351 2.090 -0.308
H 3.402 2.096 2.577
H 2.659 3.349 4.583
H 0.313 4.108 4.830
H -1.353 3.536 3.063
N -4.035 -4.834 2.590
C -3.159 -4.300 1.747
N -2.609 -5.065 0.799
N -2.864 -3.022 1.903
C -2.110 -2.231 1.269
N -1.449 -1.387 0.804
H -4.301 -5.802 2.552
H -4.433 -4.248 3.305
H -2.844 -6.038 0.696
H -1.952 -4.670 0.151
*
```

For the HOMO energy (spin up / spin down), the calculation gives -15.44 / -15.39 eV. Its LUMO energy (spin up / spin down) is -6.49 / -9.05 eV. The calculation puts the electronic energy at -1371.5911 hartree. As for the expectation value of S²: 6.0503.

---

Record 7
C10H11NO2 | ωB97M-V/def2-TZVPD

```
! wB97M-V def2-TZVPD RIJCOSX def2/J DEFGRID3
* xyz 0 1
C 1.904 -0.312 2.574
C 1.735 0.912 1.966
C 1.027 -1.314 2.339
C 0.546 1.182 1.276
C 0.027 -1.145 1.367
C -0.288 0.127 0.941
C -1.936 0.095 -2.352
C -0.765 0.579 -1.950
C -2.961 -0.302 -1.341
C 1.515 0.280 -1.725
N -1.378 0.409 0.079
O -2.279 -0.631 -0.160
O 0.414 1.075 -2.217
H 2.762 -0.582 3.259
H 2.430 1.739 1.864
H 1.211 -2.285 2.820
H 0.306 2.223 1.059
H -0.523 -2.073 1.056
H -2.289 0.275 -3.434
H -3.421 0.657 -1.198
H -3.598 -1.075 -1.469
H 2.251 0.187 -2.607
H 1.192 -0.830 -1.355
H 2.117 0.808 -0.793
*
```

For the HOMO energy (spin up / spin down), the calculation gives -7.41 / -7.41 eV. Its LUMO energy (spin up / spin down) is 0.50 / 0.50 eV. The calculation puts the electronic energy at -592.6444 hartree. The energy above the lowest of the compared OMol25 structures with the same formula, charge and spin is 734.7 kJ/mol.

---

Record 8
C10H11NO2S | ωB97M-V/def2-TZVPD

```
! wB97M-V def2-TZVPD RIJCOSX def2/J DEFGRID3
* xyz 0 1
C -0.624 3.419 1.939
C -0.229 3.661 0.642
C -1.042 2.215 2.481
C -0.127 2.535 -0.172
C -0.886 1.089 1.650
C -0.515 1.338 0.314
C -1.733 -2.761 -2.372
C 1.393 -1.694 -0.724
C -0.567 -2.478 -1.934
C 2.058 -2.667 0.176
N 0.594 -2.360 -1.677
O 0.087 0.483 -2.006
O 0.660 -0.717 0.136
S -0.550 -0.096 -0.840
H -0.564 4.271 2.594
H -0.079 4.661 0.279
H -1.315 2.244 3.465
H 0.051 2.404 -1.310
H -1.188 0.145 2.070
H -2.213 -3.741 -2.036
H -2.183 -1.877 -2.937
H 2.221 -1.020 -1.133
H 1.313 -3.271 0.897
H 2.919 -2.339 0.895
H 2.517 -3.445 -0.397
*
```

For the HOMO energy, the calculation gives -8.75 eV. Its LUMO energy is 0.74 eV. The calculation puts the electronic energy at -990.9227 hartree. The energy above the lowest of the compared OMol25 structures with the same formula, charge and spin is 289.8 kJ/mol.

---

The lowest electronic energy belongs to which entry?
C10H11N7OPdS